67
Properties=species:S:1:pos:R:3:mulliken_spin:R:1 method="wB97M-V/def2-TZVPD" fmax_ev_per_a=4.32 multiplicity=3 e_homo_ha="-0.43527 / -0.47980" e_above_lowest_kcal_mol=40.60 charge=+1 orbital_gap_ev="9.4 / 9.3"
Pd 0.15 0.36 0.08 1.3785
C -0.09 2.67 3.74 0.0015
F -0.62 3.85 3.46 0.0001
F 0.29 2.54 5.07 0.0002
F -1.02 1.80 3.66 0.0007
S 1.47 2.06 2.73 0.0060
O 2.54 2.96 3.04 0.0068
O 1.73 0.64 3.08 0.0002
N 0.86 2.12 1.08 0.1012
S 1.24 3.56 0.53 0.0061
O 0.64 3.74 -0.82 0.0006
O 1.03 4.58 1.55 0.0123
C 3.16 3.51 0.09 0.0003
F 3.78 2.60 0.79 0.0003
F 3.24 3.14 -1.17 -0.0001
F 3.67 4.69 0.20 -0.0001
C 4.18 -1.51 0.00 0.0069
C 3.00 -0.50 -0.13 -0.0141
C 2.52 -0.25 -1.53 0.0014
O 1.56 0.78 -1.70 0.0671
C 1.54 1.53 -2.96 0.0014
N 1.86 -0.96 0.76 0.1144
H 3.93 -2.34 -0.66 -0.0008
H 4.35 -1.93 0.99 -0.0002
H 5.15 -1.07 -0.23 0.0008
H 3.44 0.39 0.33 0.0003
H 2.09 -1.15 -1.97 -0.0003
H 3.40 0.14 -2.05 -0.0007
H 1.10 0.97 -3.78 -0.0011
H 2.50 1.92 -3.32 0.0031
H 0.91 2.39 -2.73 0.0027
H 1.93 -1.97 0.68 -0.0003
H 2.27 -0.84 1.67 0.0024
C -3.80 2.02 -0.07 0.0102
C -2.37 1.50 0.31 -0.0204
C -2.47 0.23 1.20 0.0013
O -1.22 0.08 1.81 0.0761
C -1.20 -0.94 2.78 -0.0080
N -1.57 1.33 -0.89 0.1517
H -4.60 1.35 0.24 -0.0004
H -3.92 2.30 -1.12 -0.0009
H -3.94 2.98 0.42 -0.0005
H -1.93 2.35 0.83 0.0019
H -2.74 -0.61 0.55 -0.0037
H -3.27 0.35 1.94 -0.0016
H -2.19 -1.39 2.89 0.0030
H -0.79 -0.77 3.77 -0.0012
H -0.77 -1.80 2.26 0.0067
H -1.31 2.25 -1.23 -0.0005
H -2.08 0.84 -1.60 -0.0076
C -0.70 -1.74 -3.14 -0.0001
C -1.56 -1.96 -1.90 -0.0097
C -2.00 -3.43 -1.58 0.0086
O -2.56 -3.68 -0.31 -0.0005
C -2.76 -5.00 0.04 0.0003
N -0.67 -1.66 -0.80 0.1098
H -0.55 -0.67 -3.30 -0.0016
H -1.11 -2.34 -3.95 0.0002
H 0.19 -2.36 -3.04 0.0007
H -2.40 -1.27 -1.97 0.0006
H -1.18 -4.15 -1.59 0.0012
H -2.80 -3.67 -2.28 0.0008
H -3.02 -5.19 1.08 0.0000
H -1.80 -5.47 -0.16 -0.0001
H -3.61 -5.43 -0.50 -0.0002
H -1.20 -2.25 -0.17 -0.0121
H 0.14 -2.22 -1.02 -0.0018